Molecular formula: C5H10N2S
Method: DFT, wB97M-V/def2-TZVPD

net charge = 0
2S+1 = 1
HOMO energy = -8.7 eV
relative energy (zero: lowest compared OMol25 entry of this formula, charge and spin) = 242.91 kJ/mol
calculated total energy = -19160.3881 eV
frontier orbital gap = 9.5 eV

Structure (XYZ):
```
18
Properties=species:S:1:pos:R:3:mulliken_charge:R:1
C 1.7110 -2.0941 0.2877 -1.41
C 0.6414 -1.1894 -0.3628 -0.11
C 0.1828 0.1076 0.3041 -0.31
C 0.1942 1.2416 -0.4079 -0.04
N -0.2450 2.5050 0.0916 -0.51
H 1.3428 -2.4139 1.1854 0.44
H 1.9904 -2.8913 -0.3119 0.41
H 2.7268 -1.4947 0.3255 0.26
H 1.2089 -1.0497 -1.3735 0.15
H -0.1224 -1.9238 -0.4710 0.12
H -0.0211 -0.1287 1.3755 0.29
H 0.6376 1.0504 -1.4428 0.23
H -0.1150 3.1699 -0.6456 0.21
H 0.0889 2.7351 1.0061 0.24
N -2.7788 1.3560 0.0602 -0.48
C -2.5235 0.1934 0.0191 0.45
S -2.7799 -1.3449 0.0292 -0.36
H -2.1391 2.1716 0.3314 0.42
```

---

Molecular formula: C5H10N2S
Method: DFT, wB97M-V/def2-TZVPD

net charge = 0
2S+1 = 1
HOMO energy = -8.7 eV
relative energy (zero: lowest compared OMol25 entry of this formula, charge and spin) = 711.05 kJ/mol
calculated total energy = -19155.5363 eV
frontier orbital gap = 9.1 eV

Structure (XYZ):
```
18
Properties=species:S:1:pos:R:3:mulliken_charge:R:1
C 0.5636 3.0162 1.2110 -0.61
C 0.9846 2.7512 -0.0826 -0.58
C 0.4394 0.1253 0.2170 -0.27
C -0.4624 -3.2229 0.3588 0.00
C -1.6828 -3.2235 -0.5953 -0.67
H 1.8955 2.9919 2.0004 0.17
H -0.2048 4.1603 1.3187 0.23
H -0.2328 1.9300 1.3959 0.24
H 2.0191 2.5746 -0.0662 0.38
H 0.9097 3.6503 -0.6894 0.33
H 1.4889 0.3622 0.7202 0.26
H 0.1476 -4.1391 0.5817 0.30
H -1.4278 -3.7707 -1.5368 0.22
H -2.1323 -2.1124 -0.8021 0.23
H -2.5055 -3.8680 -0.2608 0.31
N -0.1564 -0.9749 0.0346 0.06
N 0.3454 -2.2350 0.4604 -0.52
S -0.0209 1.5007 -0.7987 -0.06
```

---

Molecular formula: C5H10N2S
Method: DFT, wB97M-V/def2-TZVPD

net charge = 0
2S+1 = 1
HOMO energy = -8.0 eV
relative energy (zero: lowest compared OMol25 entry of this formula, charge and spin) = 323.03 kJ/mol
calculated total energy = -19159.5578 eV
frontier orbital gap = 8.8 eV

Structure (XYZ):
```
18
Properties=species:S:1:pos:R:3:mulliken_charge:R:1
C -0.8646 -1.6577 -0.3728 -0.92
C -0.1829 -0.5437 -0.1649 0.43
C 0.0441 0.6636 -1.0303 0.11
C -1.2540 1.4688 -1.3425 -1.30
N 0.9970 1.5186 -0.3492 -0.50
S 0.7529 1.5096 1.3187 -0.04
N 0.2047 -0.0708 1.4656 -0.19
C 1.1120 -1.0611 1.9693 -0.77
H -1.2131 -2.3498 0.4147 0.29
H -1.1521 -1.9558 -1.3314 0.32
H 0.3811 0.3827 -1.9709 0.42
H -2.0570 1.7064 -0.5176 0.24
H -1.7718 0.8810 -2.1283 0.36
H -0.9451 2.4746 -1.5759 0.39
H 1.8838 1.1250 -0.4780 0.32
H 2.0200 -1.1399 1.3625 0.30
H 1.4128 -0.9015 2.9769 0.29
H 0.6322 -2.0499 1.7540 0.26
```